No. 1
C6H10O2 | ωB97M-V with the def2-TZVPD basis set

HOMO level (alpha / beta) ... -6.33 / -7.62 eV
Max |F| ... 2.81 eV Å⁻¹
Energy ... -10474.5409 eV

Geometry as XYZ:
```
18
C6H10O2 (ωB97M-V with the def2-TZVPD basis set)
C 1.4429 1.0045 1.0104
C -2.4895 -0.1216 0.4130
C 0.9878 -0.3908 0.7397
C -1.0314 -0.2648 0.1776
C 1.0574 -0.9292 -0.6221
C -0.4143 -0.1388 -1.1191
O -0.3817 -0.8016 1.2024
O 2.1392 -0.6341 -1.4438
H 2.7094 0.0302 -1.0326
H 0.8474 -1.9963 -0.7089
H 2.5329 0.9995 1.1139
H 1.2108 1.7531 0.2243
H 1.0526 1.3657 1.9632
H -2.7815 0.9329 0.3868
H -3.0399 -0.6343 -0.3797
H -2.8007 -0.5411 1.3709
H -0.0183 0.8562 -1.3420
H -1.0232 -0.4898 -1.9542
```

Atom charges from the natural (NBO) analysis, given in e for atoms 1 to 8: atom 1 (C): -0.712, atom 2 (C): -0.676, atom 3 (C): 0.194, atom 4 (C): 0.372, atom 5 (C): 0.071, atom 6 (C): -0.503, atom 7 (O): -0.473, atom 8 (O): -0.698

***

No. 2
C6H10O2 | ωB97M-V with the def2-TZVPD basis set

Structure (SMILES) ... C#CC(=O)O.CCC
HOMO level ... -11.09 eV
Max |F| ... 3.96 eV Å⁻¹
Energy ... -10475.6641 eV

Geometry as XYZ:
```
18
C6H10O2 (ωB97M-V with the def2-TZVPD basis set)
C 0.5631 -2.7925 -1.3129
C 1.0902 -1.7051 -1.3950
C 1.5861 -0.2586 -2.0877
O 1.5710 -0.0528 -3.2448
O 2.0079 0.3605 -1.0305
H 0.0253 -3.7003 -1.2355
H 1.5949 -0.4539 -0.3871
C -0.3452 -0.1097 1.8052
C -1.1637 0.4446 0.6407
C -0.8868 1.9245 0.3856
H -0.6141 0.3910 2.7361
H -0.5105 -1.1798 1.9305
H 0.7235 0.0462 1.6443
H -2.2274 0.3060 0.8520
H -0.9630 -0.1294 -0.2688
H 0.1611 2.0911 0.1304
H -1.4969 2.3017 -0.4354
H -1.1153 2.5166 1.2730
```

Atom charges from the natural (NBO) analysis, given in e for atoms 1 to 8: atom 1 (C): -0.135, atom 2 (C): -0.333, atom 3 (C): 0.845, atom 4 (O): -0.498, atom 5 (O): -0.653, atom 6 (H): 0.240, atom 7 (H): 0.530, atom 8 (C): -0.605

***

No. 3
C6H10O2 | ωB97M-V with the def2-TZVPD basis set

HOMO level ... -9.83 eV
Max |F| ... 4.87 eV Å⁻¹
Energy ... -10476.3573 eV

Geometry as XYZ:
```
18
C6H10O2 (ωB97M-V with the def2-TZVPD basis set)
C -2.3541 0.4205 -0.7597
C -1.1287 -0.2091 -0.2923
C -0.8020 -1.6557 -0.4098
C 0.9416 0.2116 1.5782
C 1.4921 0.7145 -0.7446
C 0.3934 0.8305 0.2522
O -3.0093 0.8701 -1.6354
O -2.2899 0.1087 0.5675
H -1.6197 -2.2083 -0.8993
H -0.4403 -2.0847 0.5657
H 0.0312 -1.5386 -1.1490
H 0.1253 -0.0352 2.2721
H 1.5823 0.8865 2.0623
H 1.5870 -0.6262 1.3717
H 1.1222 1.3962 -1.5766
H 1.8517 -0.1831 -1.1488
H 2.4253 1.2686 -0.4128
H 0.0919 1.8337 0.3587
```

Atom charges from the natural (NBO) analysis, given in e for atoms 1 to 8: atom 1 (C): 0.771, atom 2 (C): 0.150, atom 3 (C): -0.668, atom 4 (C): -0.636, atom 5 (C): -0.650, atom 6 (C): -0.149, atom 7 (O): -0.519, atom 8 (O): -0.488

***

No. 4
C6H10O2 | ωB97M-V with the def2-TZVPD basis set

Structure (SMILES) ... C=C(C)[C@H](C)C(=O)O
HOMO level ... -9.53 eV
Max |F| ... 0.73 eV Å⁻¹
Energy ... -10479.1602 eV

Geometry as XYZ:
```
18
C6H10O2 (ωB97M-V with the def2-TZVPD basis set)
C -0.6975 -1.6463 -0.2684
C -0.8338 -0.3539 -0.0175
C -2.1765 0.3048 0.0580
C 0.3359 0.6033 0.1709
C 1.0086 0.8919 -1.1724
C 1.3120 0.0702 1.2016
O 1.2010 0.2406 2.3861
O 2.3250 -0.6236 0.6709
H -1.5608 -2.2747 -0.4159
H 0.2609 -2.1342 -0.3155
H -2.1702 1.2395 -0.5006
H -2.4189 0.5348 1.0947
H -2.9556 -0.3385 -0.3452
H -0.0601 1.5344 0.5893
H 0.2648 1.2204 -1.8933
H 1.4861 -0.0068 -1.5519
H 1.7581 1.6715 -1.0617
H 2.9209 -0.9333 1.3708
```

Atom charges from the natural (NBO) analysis, given in e for atoms 1 to 8: atom 1 (C): -0.413, atom 2 (C): 0.053, atom 3 (C): -0.641, atom 4 (C): -0.367, atom 5 (C): -0.588, atom 6 (C): 0.808, atom 7 (O): -0.593, atom 8 (O): -0.693

***

No. 5
C6H10O2S | ωB97M-V with the def2-TZVPD basis set

Structure (SMILES) ... C=C[C@@](C)(S)OC(C)=O
HOMO level ... -9.55 eV
Max |F| ... 3.01 eV Å⁻¹
Energy ... -21313.4930 eV

Geometry as XYZ:
```
19
C6H10O2S (ωB97M-V with the def2-TZVPD basis set)
C 0.1776 -1.6179 2.1667
C 0.7313 -0.9305 1.1835
C 0.3612 0.4475 0.7994
C -1.0097 0.9571 1.1229
S 1.6830 1.5852 1.2860
O 0.5601 0.5144 -0.9098
C -0.2568 -0.2882 -1.5541
C -0.1602 -0.0950 -3.0533
O -1.0116 -1.0730 -1.0372
H 0.5267 -2.6076 2.4067
H -0.6235 -1.2283 2.7689
H 1.5537 -1.3396 0.6140
H -1.2063 1.8925 0.5980
H -1.7575 0.2160 0.8459
H -1.0577 1.1454 2.1971
H 1.3082 2.5706 0.4757
H 0.8692 -0.2047 -3.3816
H -0.7944 -0.8286 -3.5408
H -0.4984 0.9086 -3.3023
```

Atom charges from the natural (NBO) analysis, given in e for atoms 1 to 8: atom 1 (C): -0.340, atom 2 (C): -0.256, atom 3 (C): 0.179, atom 4 (C): -0.688, atom 5 (S): 0.028, atom 6 (O): -0.566, atom 7 (C): 0.794, atom 8 (C): -0.710

***

No. 6
C6H10O2S | ωB97M-V with the def2-TZVPD basis set

HOMO level (alpha / beta) ... -7.50 / -7.50 eV
Max |F| ... 3.22 eV Å⁻¹
Energy ... -21311.7691 eV

Geometry as XYZ:
```
19
C6H10O2S (ωB97M-V with the def2-TZVPD basis set)
C 2.1638 -1.2798 -0.1988
C 1.1082 -1.6188 0.9932
C -0.1346 -0.7843 0.8070
C 0.1671 0.7382 0.5679
C 0.3393 1.0139 -0.8561
C -2.3961 1.4355 -1.0098
O 2.8610 -0.3102 0.0721
O 2.0393 -1.9954 -1.1747
S -0.8598 1.3266 -1.9814
H 0.8879 -2.6796 0.9053
H 1.6089 -1.3957 1.9338
H -0.7196 -1.1773 -0.0294
H -0.7429 -0.8415 1.7129
H -0.6455 1.3263 0.9980
H 1.1041 0.9646 1.0818
H 1.3169 0.8983 -1.2973
H -2.3517 2.2926 -0.3448
H -2.5478 0.5183 -0.4513
H -3.1984 1.5684 -1.7284
```

Atom charges from the natural (NBO) analysis, given in e for atoms 1 to 8: atom 1 (C): 0.774, atom 2 (C): -0.551, atom 3 (C): -0.353, atom 4 (C): -0.544, atom 5 (C): -0.043, atom 6 (C): -0.767, atom 7 (O): -0.778, atom 8 (O): -0.732

***

No. 7
C6H10O2S5 | ωB97M-V with the def2-TZVPD basis set

HOMO level ... -8.75 eV
Max |F| ... 4.42 eV Å⁻¹
Energy ... -64652.1395 eV

Geometry as XYZ:
```
23
C6H10O2S5 (ωB97M-V with the def2-TZVPD basis set)
C 0.5548 -3.5269 -0.4901
C 1.2989 -2.7378 0.5248
C 0.7270 -0.8070 1.8991
C -0.7544 1.6358 -1.5803
C 0.9369 0.3065 -2.4785
C 2.0063 -0.6428 -1.6928
H 0.2711 -2.9233 -1.3734
H 1.3619 -4.3155 -0.7367
H -0.2816 -4.0415 -0.1198
H 1.7668 -3.1703 1.5027
H 2.2070 -2.2684 -0.0467
H 0.5165 -0.4328 -3.4430
H 1.2959 1.3515 -2.8219
H 2.5945 -0.1809 -0.7779
H 1.3042 -1.3694 -1.1234
H 2.7157 -1.0340 -2.4882
O 0.4442 -1.7263 1.0701
O -0.0657 0.5746 -1.4328
S 2.3189 -0.7195 2.4658
S -0.4846 0.3836 2.2811
S -1.8300 -0.1199 0.9073
S -2.1086 1.5776 -0.4685
S -0.7330 2.7677 -2.8584
```

Atom charges from the natural (NBO) analysis, given in e for atoms 1 to 8: atom 1 (C): -0.633, atom 2 (C): -0.112, atom 3 (C): 0.070, atom 4 (C): 0.085, atom 5 (C): -0.103, atom 6 (C): -0.675, atom 7 (H): 0.223, atom 8 (H): 0.227